Entry 1:
ORCA calculation (wB97M-V/def2-TZVPD) on a 9-piece molecular cluster, C27H27F9O27 overall.

As for the structure (SMILES): O=C1OC[C@@H](F)O1.O=C1OC[C@@H](F)O1.O=C1OC[C@@H](F)O1.O=C1OC[C@@H](F)O1.O=C1OC[C@@H](F)O1.O=C1OC[C@@H](F)O1.O=C1OC[C@@H](F)O1.O=C1OC[C@@H](F)O1.O=C1OC[C@@H](F)O1. The calculation puts the relative energy (zero: lowest compared OMol25 entry of this formula, charge and spin) at 0.0000 eV.

```
! wB97M-V def2-TZVPD RIJCOSX def2/J DEFGRID3
* xyz 0 1
C 4.26 -0.81 -1.30
C 5.34 -0.86 -0.21
O 4.66 -0.36 0.94
C 3.34 -0.37 0.73
O 2.52 -0.07 1.54
O 3.06 -0.63 -0.56
F 6.43 -0.12 -0.47
H 4.27 -1.73 -1.89
H 4.41 0.00 -2.01
H 5.61 -1.89 0.02
C 0.58 -3.76 3.55
C 0.99 -2.33 3.89
O 2.39 -2.44 4.01
C 2.82 -3.49 3.27
O 3.93 -3.70 2.95
O 1.76 -4.29 2.95
F 0.49 -1.91 5.08
H -0.24 -3.82 2.84
H 0.37 -4.36 4.44
H 0.74 -1.62 3.10
C -3.91 -3.79 -1.92
C -4.07 -2.84 -0.74
O -3.25 -1.76 -1.15
C -2.29 -2.25 -1.99
O -1.33 -1.64 -2.31
O -2.57 -3.51 -2.32
F -3.59 -3.38 0.40
H -4.62 -3.51 -2.70
H -4.01 -4.85 -1.71
H -5.07 -2.44 -0.60
C -2.31 4.01 3.08
C -1.82 5.16 2.21
O -0.46 4.94 2.14
C -0.07 4.06 3.12
O 1.03 3.68 3.31
O -1.16 3.69 3.83
F -2.03 6.35 2.88
H -2.61 3.18 2.44
H -3.17 4.30 3.68
H -2.31 5.25 1.25
C 1.23 -3.33 -2.23
C 0.79 -3.80 -0.87
O 1.95 -3.81 -0.13
C 3.04 -3.80 -0.96
O 4.15 -3.99 -0.62
O 2.64 -3.53 -2.22
F 0.30 -5.10 -0.92
H 1.07 -2.25 -2.32
H 0.74 -3.74 -3.11
H -0.01 -3.19 -0.45
C -3.45 -1.10 3.31
C -4.26 0.15 3.01
O -5.56 -0.25 3.29
C -5.64 -1.61 3.19
O -6.65 -2.22 3.21
O -4.40 -2.14 3.06
F -4.18 0.46 1.68
H -3.15 -1.13 4.36
H -2.58 -1.26 2.68
H -3.96 1.03 3.58
C 0.45 1.15 -0.58
C -0.27 1.74 0.64
O -1.04 0.70 1.17
C -0.50 -0.47 0.70
O -0.68 -1.54 1.20
O 0.26 -0.25 -0.36
F -1.00 2.83 0.28
H 1.50 1.39 -0.64
H 0.01 1.43 -1.53
H 0.48 2.04 1.38
C 0.62 6.35 -2.25
C 0.16 5.29 -1.27
O 1.32 4.54 -1.06
C 2.17 4.71 -2.11
O 3.14 4.07 -2.31
O 1.73 5.73 -2.89
F -0.84 4.49 -1.78
H 0.89 7.27 -1.74
H -0.15 6.57 -2.99
H -0.20 5.68 -0.32
C 0.62 1.04 -4.08
C 0.61 0.36 -5.44
O 1.59 -0.61 -5.33
C 2.49 -0.20 -4.36
O 3.60 -0.58 -4.29
O 1.88 0.67 -3.54
F 1.02 1.26 -6.41
H -0.20 0.72 -3.44
H 0.55 2.13 -4.18
H -0.36 0.01 -5.77
*
```

Atom charges from the Löwdin analysis, given in e for atoms 1 to 4: atom 1 (C): -0.0504, atom 2 (C): -0.2814, atom 3 (O): 0.1583, atom 4 (C): -0.5292

***

Entry 2:
ORCA calculation (wB97M-V/def2-TZVPD) on C4H8Br2O as an isolated structure.

The calculation puts the relative energy (zero: lowest compared OMol25 entry of this formula, charge and spin) at 2.0759 eV.

```
! wB97M-V def2-TZVPD RIJCOSX def2/J DEFGRID3
* xyz 0 1
C 1.52 0.64 1.92
C -1.38 -0.11 -2.18
C 1.21 -0.36 0.69
C -1.26 -0.22 -0.72
O 0.61 0.25 -0.39
Br -2.25 1.13 0.18
Br -1.50 -1.92 0.06
H 2.39 1.14 1.61
H 0.74 1.33 2.03
H 1.60 0.06 2.84
H -0.81 -0.79 -2.69
H -2.48 -0.23 -2.53
H -1.09 0.98 -2.46
H 0.55 -1.05 1.28
H 2.13 -0.83 0.35
*
```

Atom charges from the Löwdin analysis, given in e for atoms 1 to 4: atom 1 (C): -0.0548, atom 2 (C): -0.2243, atom 3 (C): -0.3845, atom 4 (C): -1.1813

***

Entry 3:
ORCA calculation (wB97M-V/def2-TZVPD) on C24H69AsF6O10 as an isolated structure.

```
! wB97M-V def2-TZVPD RIJCOSX def2/J DEFGRID3
* xyz 0 1
O 2.35 -8.51 20.72
H 1.76 -8.01 20.09
H 3.29 -8.27 20.72
H 2.17 -9.51 20.57
As 2.65 -9.80 16.86
F 1.42 -10.23 17.99
F 3.40 -11.33 17.12
F 3.89 -9.24 15.74
F 1.89 -8.25 16.64
F 3.57 -9.04 18.16
F 1.87 -10.40 15.43
C -0.83 -7.58 18.36
C -0.95 -7.13 19.79
O 0.32 -6.85 20.42
H -1.83 -7.56 17.91
H -0.44 -8.58 18.18
H -0.16 -6.85 17.90
H -1.43 -7.85 20.46
H -1.60 -6.25 19.87
H 0.48 -5.90 20.47
C 7.15 -10.01 12.38
C 6.38 -9.40 13.53
O 6.40 -7.98 13.39
H 6.94 -11.09 12.38
H 8.24 -9.95 12.50
H 6.92 -9.63 11.38
H 6.90 -9.69 14.45
H 5.35 -9.75 13.63
H 6.19 -7.59 14.25
C 1.68 -14.97 16.92
C 1.38 -14.07 15.73
O -0.02 -14.01 15.56
H 0.98 -15.80 16.99
H 1.60 -14.38 17.85
H 2.71 -15.31 16.92
H 1.90 -14.52 14.87
H 1.92 -13.12 15.86
H -0.28 -13.13 15.25
C 2.57 -10.21 11.96
C 1.91 -8.95 11.43
C 2.05 -7.76 12.41
O 2.60 -8.58 10.23
H 2.09 -10.68 12.83
H 3.58 -9.99 12.33
H 2.76 -10.99 11.22
H 0.87 -9.10 11.15
H 1.58 -6.85 12.05
H 3.13 -7.63 12.53
H 1.60 -8.08 13.35
H 3.49 -8.29 10.47
C 0.66 -12.96 21.48
C 0.80 -11.84 20.45
C -0.33 -10.84 20.63
O 2.00 -11.08 20.76
H 0.62 -12.67 22.53
H 1.52 -13.62 21.36
H -0.23 -13.55 21.26
H 0.83 -12.27 19.45
H -0.33 -10.09 19.84
H -0.27 -10.34 21.60
H -1.32 -11.30 20.60
H 2.76 -11.56 20.39
C 4.63 -12.84 14.01
C 5.55 -13.55 14.96
C 6.88 -12.83 15.16
O 5.00 -13.77 16.27
H 3.69 -13.38 13.81
H 5.12 -12.64 13.06
H 4.23 -11.88 14.36
H 5.68 -14.55 14.53
H 7.48 -13.37 15.91
H 6.73 -11.84 15.60
H 7.56 -12.90 14.31
H 4.45 -13.02 16.50
C -0.97 -9.72 13.82
C -1.62 -10.42 15.01
C -3.00 -9.81 15.29
O -1.88 -11.78 14.59
H -1.33 -10.07 12.86
H 0.11 -9.81 13.94
H -1.20 -8.66 13.88
H -0.98 -10.49 15.89
H -2.95 -8.72 15.43
H -3.43 -10.11 16.25
H -3.67 -10.08 14.48
H -2.78 -12.06 14.78
C -2.03 -5.31 14.88
C -0.93 -4.92 15.89
C 0.39 -5.61 15.54
O -0.84 -3.51 15.87
H -2.08 -4.75 13.96
H -2.99 -5.24 15.41
H -1.89 -6.38 14.69
H -1.27 -5.33 16.84
H 1.08 -5.48 16.38
H 0.86 -5.17 14.66
H 0.23 -6.68 15.46
H -0.08 -3.18 16.36
C 6.42 -4.96 16.35
C 5.22 -5.88 16.15
C 4.48 -5.54 14.86
O 5.74 -7.20 16.07
H 6.16 -3.90 16.37
H 7.03 -5.03 15.44
H 7.09 -5.24 17.15
H 4.53 -5.69 16.98
H 3.73 -6.30 14.62
H 5.16 -5.54 14.00
H 3.99 -4.57 14.95
H 4.98 -7.81 16.04
*
```

Atom charges from the Löwdin analysis, given in e for atoms 1 to 4: atom 1 (O): 0.2275, atom 2 (H): 0.1340, atom 3 (H): 0.1657, atom 4 (H): 0.0989

***

Entry 4:
ORCA calculation (wB97M-V/def2-TZVPD) on C4H11KO4SeSi as an isolated structure.

The calculation puts the relative energy (zero: lowest compared OMol25 entry of this formula, charge and spin) at 0.0000 eV.

```
! wB97M-V def2-TZVPD RIJCOSX def2/J DEFGRID3
* xyz -2 1
K 1.06 0.47 1.97
O 0.40 -0.60 4.18
Se 1.78 -1.51 4.14
O 2.26 -1.91 5.65
O 2.93 -0.57 3.40
O 1.49 -2.80 3.17
C 1.01 -0.10 -2.03
Si -0.53 0.70 -1.25
C -1.35 -0.58 -0.09
C -1.76 0.63 -2.75
C -0.14 2.21 -0.39
H 0.73 -0.99 -2.60
H 1.77 -0.39 -1.31
H 1.47 0.61 -2.73
H -1.61 -1.47 -0.68
H -2.29 -0.17 0.28
H -0.81 -0.96 0.78
H -1.85 -0.40 -3.10
H -1.41 1.25 -3.58
H -2.76 0.98 -2.47
H -0.89 2.68 0.24
H 0.52 2.95 -0.85
*
```

Atom charges from the Löwdin analysis, given in e for atoms 1 to 4: atom 1 (K): 0.7684, atom 2 (O): -0.6787, atom 3 (Se): 0.6023, atom 4 (O): -0.5715

***

Entry 5:
ORCA calculation (wB97M-V/def2-TZVPD) on C41H68As3ClN5O11P2SZr as an isolated structure.

The calculation puts the relative energy (zero: lowest compared OMol25 entry of this formula, charge and spin) at 0.0000 eV.

```
! wB97M-V def2-TZVPD RIJCOSX def2/J DEFGRID3
* xyz 1 1
Zr -0.09 0.38 -0.32
C -4.26 4.91 0.38
C -3.03 4.79 -0.51
C -2.16 6.02 -0.41
O -2.29 3.54 -0.29
P -1.45 3.06 0.94
O -1.30 1.56 0.93
C 0.18 3.87 1.06
P 1.35 2.57 1.52
O 1.54 1.32 0.71
O 0.66 2.19 2.90
C 1.18 1.09 3.73
C 1.73 1.69 5.01
C 0.05 0.11 3.98
O 2.68 3.28 1.92
C 4.04 2.86 1.58
C 4.82 2.76 2.88
C 4.66 3.86 0.62
O -2.30 3.58 2.15
C -2.29 3.13 3.55
C -3.22 1.95 3.69
C -2.72 4.33 4.38
H -4.88 5.72 0.01
H -3.98 5.12 1.41
H -4.85 3.99 0.37
H -3.37 4.67 -1.54
H -1.87 6.21 0.63
H -2.72 6.88 -0.77
H -1.27 5.92 -1.01
H 0.19 4.59 1.88
H 0.45 4.38 0.14
H 1.97 0.60 3.17
H 0.92 2.11 5.61
H 2.43 2.49 4.78
H 2.23 0.92 5.59
H -0.73 0.57 4.60
H 0.44 -0.76 4.50
H -0.38 -0.21 3.04
H 3.97 1.88 1.11
H 4.75 3.71 3.42
H 5.86 2.56 2.67
H 4.42 1.97 3.52
H 4.72 4.84 1.09
H 4.06 3.94 -0.28
H 5.67 3.54 0.35
H -1.27 2.85 3.82
H -4.24 2.25 3.44
H -3.20 1.57 4.71
H -2.91 1.15 3.02
H -3.75 4.59 4.14
H -2.08 5.19 4.16
H -2.65 4.10 5.44
C -4.00 0.90 -0.62
As -2.49 0.55 -1.84
C -3.00 1.83 -3.25
C -3.49 -1.04 -2.54
C -2.82 -2.07 -3.45
C -3.93 -3.01 -3.97
C -1.82 -2.93 -2.67
As -0.18 -2.06 -1.95
C 0.27 -3.64 -0.88
C 1.09 -2.58 -3.39
C -2.14 -1.36 -4.63
As -1.35 -2.56 -6.01
C -2.86 -2.60 -7.27
C -0.39 -1.13 -6.96
H -4.94 0.81 -1.16
H -3.94 1.89 -0.18
H -3.98 0.17 0.18
H -4.08 1.93 -3.31
H -2.61 1.51 -4.22
H -2.56 2.80 -3.01
H -4.36 -0.62 -3.06
H -3.86 -1.55 -1.65
H -4.48 -3.45 -3.14
H -3.50 -3.82 -4.56
H -4.63 -2.46 -4.60
H -1.48 -3.76 -3.30
H -2.33 -3.37 -1.80
H 0.09 -4.54 -1.47
H -0.34 -3.68 0.02
H 1.31 -3.60 -0.58
H 0.91 -3.61 -3.67
H 2.10 -2.49 -2.98
H 1.02 -1.95 -4.27
H -1.34 -0.74 -4.23
H -2.87 -0.71 -5.13
H -3.59 -3.36 -6.99
H -2.48 -2.85 -8.26
H -3.35 -1.63 -7.33
H 0.53 -0.85 -6.45
H -1.02 -0.24 -7.08
H -0.11 -1.49 -7.95
C 6.14 -8.15 3.08
C 5.32 -6.91 2.85
O 5.07 -6.43 1.78
S 4.70 -6.21 4.38
C 3.77 -4.85 3.69
C 2.40 -4.96 3.54
C 1.71 -3.97 2.86
C 2.39 -2.86 2.34
C 3.76 -2.74 2.56
C 4.45 -3.73 3.23
C 1.68 -1.92 1.52
C 1.07 -1.21 0.75
H 7.07 -8.05 2.52
H 5.60 -9.01 2.67
H 6.34 -8.31 4.13
H 1.87 -5.82 3.92
H 0.64 -4.06 2.71
H 4.29 -1.87 2.18
H 5.52 -3.65 3.38
N -1.67 -1.05 0.37
C -2.03 -1.68 1.28
C -2.45 -2.43 2.34
C -2.39 -3.84 2.23
N -2.32 -4.98 2.09
C -2.90 -1.76 3.51
N -3.24 -1.18 4.44
O 0.49 4.39 -2.06
Cl 0.97 3.02 -2.06
O 0.66 0.52 -3.65
O 2.18 2.97 -1.26
O -0.12 2.19 -1.35
N 3.08 -0.07 -1.36
C 3.92 0.10 -2.39
C 3.15 0.38 -3.50
C 1.84 0.36 -3.02
N 1.81 0.10 -1.71
H 3.28 -0.30 -0.39
H 4.98 -0.01 -2.30
H 3.49 0.54 -4.51
H 0.80 0.64 -4.60
*
```

Atom charges from the Löwdin analysis, given in e for atoms 1 to 4: atom 1 (Zr): 1.3831, atom 2 (C): -0.0338, atom 3 (C): -0.3774, atom 4 (C): -0.0288

***

For the records above, the corresponding orbital gap values read 10.889, 9.334, 8.564, 5.415, 7.729 eV.